C5H32N2O9 | wB97M-V/def2-TZVPD

Results
ΔE to the lowest compared entry with this formula, charge and spin in kJ/mol: 0.0
E_HOMO in eV: -16.35
E in eV: -27098.695
Charge: +2

Each line ends with the natural charge from an NBO analysis.
Element x y z (Å)
C  -2.8867  0.9728  -2.9451  -0.649
C  -2.0015  1.1075  -1.7258  -0.047
C  -2.5560  0.2115  -0.6296  -0.439
C  -1.6919  0.1399  0.6323  -0.199
C  -1.3564  -1.0439  1.0983  -0.020
N  -0.4789  -1.1853  2.2811  -0.745
N  -0.6613  0.5781  -2.1675  -0.710
H  -2.6293  1.6323  -3.7832  0.239
H  -2.9029  -0.0324  -3.3382  0.226
H  -3.9200  1.3094  -2.8365  0.258
H  -1.8645  2.1327  -1.4030  0.237
H  -2.6187  -0.8266  -0.9294  0.222
H  -3.5380  0.5976  -0.3411  0.260
H  -1.5330  1.0873  1.0949  0.233
H  -1.5228  -2.0114  0.6681  0.237
H  -0.6118  -0.4258  2.9395  0.442
H  0.5319  -1.0611  1.9772  0.481
H  -0.5080  -2.1688  2.5576  0.465
H  -0.5820  -0.4337  -2.3810  0.472
H  0.0142  0.6792  -1.3866  0.454
H  -0.2392  1.0986  -2.9168  0.458
H  0.6365  -2.3866  -0.8565  0.496
H  1.6483  -1.2543  -1.3957  0.497
O  0.7777  -1.6295  -1.4670  -1.011
H  0.4695  2.7813  0.3856  0.522
H  1.5167  3.2320  -0.5538  0.500
O  0.8736  2.5146  -0.4648  -1.010
H  0.9012  -3.9909  1.7084  0.500
H  0.0178  -4.4553  0.6460  0.496
O  0.1398  -3.6763  1.1886  -0.992
H  1.8856  2.1455  -4.6603  0.495
H  1.3105  0.7690  -5.0431  0.488
O  1.6042  1.2798  -4.2896  -0.974
H  -0.2078  4.2211  2.1095  0.502
H  0.0687  2.7982  2.7420  0.513
O  -0.2023  3.2731  1.9278  -1.006
H  0.7188  2.1883  5.0462  0.506
H  -0.7553  2.3872  4.7271  0.498
O  0.0772  2.0889  4.3392  -0.973
H  2.6654  -1.6860  1.4979  0.517
H  2.1036  -0.5731  0.3948  0.516
O  1.9391  -1.1663  1.1499  -1.000
H  1.7522  1.0891  -0.9078  0.521
H  3.0198  0.3116  -1.4866  0.515
O  2.1046  0.2120  -1.1950  -1.004
H  2.2379  -4.6993  2.9543  0.487
H  3.5840  -4.0859  2.6624  0.505
O  2.6692  -4.0460  2.3755  -0.981

Force components x, y, z for each atom (eV/Å):
-0.8183 1.2940 -1.1136
-0.4702 -1.2898 -1.1036
0.8307 0.0992 1.4248
-1.3199 -0.3100 -1.2039
1.1361 0.4685 0.7093
0.5036 0.3984 -1.1242
0.7850 -0.0661 1.7881
0.7204 -0.1224 0.1714
-0.0002 -0.4312 0.0802
-0.0229 -0.3524 0.7743
0.1204 0.1245 0.0517
-0.5081 -0.0898 -0.7089
0.0105 -0.1727 -0.1895
0.5824 0.4403 0.7033
-0.3137 -0.0406 -0.3975
-0.4756 -0.4477 0.8086
-0.0141 -0.2897 -0.5062
-0.2943 0.2477 0.8042
-0.3216 0.2854 0.1141
-0.5343 -0.1111 -0.5843
0.2546 0.4742 -0.8553
0.5838 0.7367 -0.5862
0.1934 -0.3165 0.1799
-2.4244 -2.4235 0.0297
-0.3816 -0.2414 0.4994
0.0787 -0.1166 -0.4570
0.3151 0.3577 -0.0282
0.0829 0.7268 -0.2282
-0.6196 -0.2756 -0.4633
0.3895 -0.3692 0.3768
-0.2501 -0.8534 0.2652
0.0554 -0.1786 -0.4195
-0.0004 1.0232 0.2299
0.0080 -0.1956 0.1538
-0.0192 0.5114 -0.0096
0.0162 -0.2256 -0.3583
0.2808 0.0102 0.1169
-0.0030 -0.0110 0.0261
-0.3450 -0.2072 -0.0217
0.3869 0.1552 -0.3804
0.6933 -0.3197 0.0866
-0.9383 0.1863 0.7129
0.5080 0.0355 -0.0398
-0.0465 0.4553 -0.1033
1.4056 1.5802 0.4471
0.3476 0.1787 -0.0921
0.3391 0.0030 -0.0778
-0.5068 -0.3352 0.4981